1.
{
  "formula": "C20H16FN3O",
  "method": "wB97M-V/def2-TZVPD",
  "smiles": "Cc1ccc(N2C(=O)c3ccccc3[C@@H]2Nc2ccccc2F)nc1",
  "e_lumo_ha": 0.0119,
  "species": ["C", "C", "C", "N", "C", "C", "C", "H", "H", "N", "C", "O", "C", "C", "C", "C", "C", "C", "C", "N", "C", "C", "C", "C", "C", "C", "F", "H", "H", "H", "H", "H", "H", "H", "H", "H", "H", "H", "H", "H", "H"],
  "coordinates": [[-5.360, -1.391, -0.215], [-3.867, -1.372, -0.146], [-3.091, -0.825, -1.157], [-1.770, -0.789, -1.137], [-1.131, -1.300, -0.088], [-1.805, -1.877, 0.989], [-3.184, -1.909, 0.945], [-3.738, -2.348, 1.763], [-1.256, -2.286, 1.820], [0.254, -1.203, -0.146], [1.176, -1.792, 0.692], [0.939, -2.491, 1.651], [2.502, -1.397, 0.169], [3.762, -1.706, 0.648], [4.857, -1.170, -0.011], [4.689, -0.346, -1.116], [3.423, -0.040, -1.600], [2.335, -0.575, -0.944], [0.869, -0.440, -1.245], [0.380, 0.902, -1.373], [0.318, 1.781, -0.302], [1.211, 1.793, 0.768], [1.110, 2.745, 1.767], [0.123, 3.714, 1.732], [-0.777, 3.729, 0.679], [-0.668, 2.774, -0.306], [-1.562, 2.786, -1.332], [-1.563, 4.465, 0.616], [0.050, 4.452, 2.515], [1.816, 2.725, 2.584], [1.995, 1.057, 0.820], [-0.473, 0.930, -1.921], [0.630, -0.944, -2.192], [3.292, 0.604, -2.455], [5.558, 0.064, -1.609], [5.854, -1.391, 0.339], [3.874, -2.344, 1.512], [-3.546, -0.386, -2.036], [-5.787, -0.893, 0.655], [-5.712, -0.889, -1.113], [-5.725, -2.418, -0.223]],
  "forces_ev_per_a": [[0.02, -0.03, 0.03], [0.11, 0.00, 0.02], [-0.33, -0.11, 0.21], [0.44, -0.16, -0.02], [-0.51, -0.08, 0.04], [-0.01, -0.03, 0.11], [0.10, 0.17, -0.31], [-0.03, -0.05, 0.09], [0.04, -0.01, 0.02], [0.22, 0.14, -0.20], [-0.03, -0.11, 0.14], [0.06, -0.09, 0.12], [0.31, 0.33, -0.48], [-0.21, -0.01, 0.00], [0.05, -0.07, 0.11], [-0.05, 0.06, -0.10], [-0.08, 0.00, 0.01], [0.07, -0.49, 0.44], [-0.22, 0.05, -0.24], [-0.02, 0.16, -0.60], [-0.05, 0.31, 0.09], [-0.08, -0.06, -0.04], [-0.02, 0.06, 0.11], [0.05, 0.02, 0.04], [-0.01, -0.13, -0.14], [0.02, -0.03, 0.11], [0.16, -0.08, 0.06], [-0.09, 0.06, -0.04], [-0.01, 0.07, 0.07], [0.06, 0.00, 0.07], [0.07, -0.02, 0.01], [0.22, -0.11, 0.16], [0.04, 0.16, 0.21], [-0.01, 0.10, -0.10], [0.08, 0.03, -0.04], [0.08, -0.01, 0.03], [0.02, -0.07, 0.10], [-0.18, 0.01, -0.04], [-0.10, 0.04, 0.00], [-0.09, 0.02, -0.04], [-0.10, -0.02, -0.03]],
  "lowdin_charge": [-0.055, -0.265, -0.090, 0.124, -0.237, 0.027, -0.016, 0.119, 0.101, 0.091, -0.365, 0.096, -0.098, 0.005, -0.070, -0.065, -0.009, -0.130, -0.215, 0.088, -0.181, -0.004, -0.087, -0.098, -0.019, -0.209, 0.051, 0.117, 0.100, 0.103, 0.105, 0.113, 0.171, 0.119, 0.105, 0.104, 0.121, 0.116, 0.082, 0.074, 0.082]
}

***

2.
{
  "formula": "C4H7NS",
  "method": "wB97M-V/def2-TZVPD",
  "smiles": "C/C=C\\NC=S",
  "e_lumo_ha": 0.0144,
  "e_above_lowest_ev": 1.110,
  "species": ["C", "C", "C", "C", "H", "H", "H", "H", "H", "H", "H", "N", "S"],
  "coordinates": [[-0.278, 2.695, -0.850], [-1.346, 1.908, -0.214], [-1.275, 0.681, 0.295], [0.004, -1.389, 0.516], [0.155, 2.193, -1.759], [-0.547, 3.711, -1.163], [0.639, 2.793, -0.223], [-2.331, 2.352, -0.426], [-2.142, 0.225, 0.761], [0.726, 0.321, -0.145], [-0.866, -1.882, 0.921], [-0.120, -0.068, 0.252], [1.411, -2.038, 0.112]],
  "forces_ev_per_a": [[2.55, -0.17, -0.83], [-1.57, 0.57, -0.75], [-0.49, 0.61, -0.06], [0.02, 1.48, -0.52], [-0.60, 0.31, 0.47], [-0.22, -0.39, 0.24], [-0.64, 0.06, -0.04], [0.25, -0.41, 0.94], [0.12, -0.18, -0.25], [-0.19, 0.17, -0.03], [-0.17, -0.13, 0.16], [-0.22, -0.29, 0.63], [1.17, -1.65, 0.05]],
  "lowdin_charge": [-0.133, -0.180, -0.153, -0.725, 0.092, 0.072, 0.083, 0.104, 0.120, 0.098, 0.072, -0.081, 0.631]
}

***

What is the formula in the first record? C20H16FN3O